Record 1
Below is 11 unconnected molecules or ions with the total composition F6H20O10P in a non-equilibrium geometry, with properties calculated with ωB97M-V/def2-TZVPD.

Geometry as ORCA input:
```
! wB97M-V def2-TZVPD RIJCOSX def2/J DEFGRID3
* xyz -1 1
P 0.207 -0.185 -0.230
F -0.599 1.079 -0.813
F 1.470 0.274 -1.245
F -1.029 -0.637 0.863
F 1.083 -1.517 0.267
F 0.860 0.745 0.947
F -0.474 -1.048 -1.422
O -3.106 1.036 -0.732
O 2.725 2.468 -1.010
O -3.457 0.318 2.057
O 2.880 -2.127 1.910
O -0.013 0.851 3.832
O 3.011 -1.568 -3.610
O 4.046 1.582 1.998
O -2.231 3.494 -2.397
O -1.544 -3.318 0.522
O -3.285 -1.880 -1.937
H 2.642 2.899 -0.159
H -2.732 -2.074 -2.693
H 3.456 -2.852 1.666
H 3.093 -0.656 -3.890
H -2.176 1.157 -0.540
H -1.575 3.526 -1.701
H 2.395 -1.926 1.109
H 2.196 -1.593 -3.110
H -2.968 3.021 -2.011
H 3.271 1.023 1.955
H 0.712 0.268 3.608
H -2.904 0.567 1.317
H -1.386 -2.394 0.328
H -0.735 -3.618 0.938
H -2.841 0.012 2.724
H -0.107 1.421 3.069
H 2.100 1.744 -0.974
H -3.141 0.236 -1.256
H 4.331 1.527 2.910
H -4.175 -1.856 -2.289
*
```

Summary:
gap between HOMO and LUMO: 10.7 eV
LUMO: 2.73 eV
energy relative to the best compared isomer or geometry (same formula, charge and spin): 130.7 kJ/mol

Atom charges from the Löwdin analysis, given in e for atoms 1 to 5: P 0.370; F -0.141; F -0.180; F -0.180; F -0.174

***

Record 2
Below is 12 unconnected molecules or ions with the total composition F6H22O11P in a non-equilibrium geometry, with properties calculated with ωB97M-V/def2-TZVPD.

Geometry as ORCA input:
```
! wB97M-V def2-TZVPD RIJCOSX def2/J DEFGRID3
* xyz -1 1
P 0.217 0.155 0.479
F -0.471 1.583 0.662
F -0.364 0.300 -1.046
F -1.147 -0.529 1.008
F 1.628 0.686 -0.006
F 0.845 0.169 1.985
F 0.696 -1.317 0.113
O -5.381 5.291 1.935
O -0.303 -0.114 8.020
O 5.844 -1.775 4.868
O 3.658 -1.656 -3.525
O 2.600 -4.479 2.740
O -1.934 0.310 -6.768
O -3.270 -3.148 -3.517
O 1.331 2.835 -5.025
O -3.751 3.488 -2.205
O -4.794 -3.677 0.427
O 5.727 2.769 2.198
H -3.105 -3.765 -4.230
H 1.999 -4.486 3.484
H -6.019 5.826 1.462
H -4.925 4.800 1.251
H -3.149 4.176 -2.487
H -4.096 -3.194 0.869
H 3.197 -1.395 -2.728
H 2.270 2.812 -5.212
H 5.539 2.873 3.131
H -4.469 -3.807 -0.464
H -3.217 2.913 -1.657
H -0.590 -0.170 7.108
H 5.124 2.086 1.906
H 5.450 -1.398 5.654
H 2.072 -4.160 2.008
H -1.625 1.121 -6.365
H 3.620 -2.613 -3.522
H -2.694 0.574 -7.286
H 1.253 2.468 -4.145
H -2.824 -2.345 -3.786
H -0.058 -1.010 8.249
H 5.116 -2.199 4.413
*
```

Summary:
gap between HOMO and LUMO: 11.0 eV
LUMO: 2.26 eV
energy relative to the best compared isomer or geometry (same formula, charge and spin): 238.5 kJ/mol

Atom charges from the Löwdin analysis, given in e for atoms 1 to 5: P 0.072; F -0.166; F -0.209; F -0.181; F -0.159

***

Record 3
Below is 15 unconnected molecules or ions with the total composition F6H28O14P in a non-equilibrium geometry, with properties calculated with ωB97M-V/def2-TZVPD.

Geometry as ORCA input:
```
! wB97M-V def2-TZVPD RIJCOSX def2/J DEFGRID3
* xyz -1 1
P -0.380 0.511 0.418
F -0.875 1.051 1.985
F -0.081 -0.121 -1.108
F -1.399 1.538 -0.335
F 0.544 -0.532 1.209
F -1.654 -0.538 0.409
F 0.841 1.555 0.304
O -1.716 -4.784 -2.666
O 5.888 1.926 3.937
O 3.498 -4.535 -3.482
O -0.712 0.142 8.540
O 1.954 1.427 -5.846
O -2.994 6.493 2.554
O -3.720 2.668 -5.245
O 1.669 -2.978 -7.703
O 1.274 7.475 -0.894
O 5.163 -3.766 2.394
O -6.144 2.262 3.247
O -1.002 -5.064 3.227
O 6.340 -0.753 -1.158
O -8.010 -1.560 0.510
H -6.043 1.379 2.893
H 5.487 -2.959 2.794
H 1.711 6.671 -1.173
H 1.760 0.904 -5.068
H 6.040 -0.229 -0.414
H 4.236 -3.795 2.631
H -1.013 -4.283 2.674
H -5.870 2.188 4.161
H -3.018 5.608 2.920
H -1.418 -5.742 2.694
H -0.437 -0.454 9.237
H -2.251 -5.152 -1.963
H -3.491 7.023 3.177
H 4.948 1.785 4.049
H 1.132 -3.019 -8.494
H 3.957 -3.992 -2.841
H 0.009 0.125 7.911
H -4.130 2.030 -4.662
H 2.628 -4.667 -3.106
H 7.080 -1.253 -0.816
H -8.607 -0.873 0.215
H 0.415 7.187 -0.586
H -7.593 -1.876 -0.291
H -1.450 -3.924 -2.341
H 2.896 1.589 -5.798
H 1.325 -2.228 -7.218
H 6.012 2.861 4.100
H -2.800 2.678 -4.980
*
```

Summary:
gap between HOMO and LUMO: 10.8 eV
LUMO: 2.05 eV
energy relative to the best compared isomer or geometry (same formula, charge and spin): 358.6 kJ/mol

Atom charges from the Löwdin analysis, given in e for atoms 1 to 5: P 0.244; F -0.253; F -0.232; F -0.197; F -0.173

***

Record 4
Below is a molecular structure, F6KN3NaO12S6 in a non-equilibrium geometry, with properties calculated with ωB97M-V/def2-TZVPD.

Geometry as ORCA input:
```
! wB97M-V def2-TZVPD RIJCOSX def2/J DEFGRID3
* xyz -1 1
K -0.784 -0.190 0.561
S -2.958 -3.665 1.375
S -0.397 1.036 -2.889
S 0.764 3.499 1.746
S 2.985 4.005 0.613
S -0.701 -3.259 2.240
S 0.824 -1.059 -3.006
Na -1.724 -2.275 -1.314
F 0.493 -2.274 1.837
F 0.421 3.296 3.279
F 0.621 -2.649 -2.668
F 4.384 4.631 1.059
F -1.044 1.756 -1.622
F -3.721 -3.395 -0.029
O -0.180 -4.569 2.254
O 2.503 4.915 -0.385
O 3.332 2.698 0.158
O 2.115 -0.804 -2.492
O -2.790 -5.064 1.426
O -1.440 1.091 -3.845
O 0.613 -1.087 -4.411
O 0.723 2.167 1.251
O -0.187 4.446 1.295
O -1.129 -2.706 3.472
O -3.830 -3.041 2.290
O 0.802 1.751 -3.036
N -1.577 -2.837 0.940
N -0.354 -0.521 -2.112
N 2.236 4.103 2.012
*
```

Summary:
gap between HOMO and LUMO: 7.7 eV
LUMO: 0.84 eV
energy relative to the best compared isomer or geometry (same formula, charge and spin): 76.3 kJ/mol

Atom charges from the Löwdin analysis, given in e for atoms 1 to 5: K 0.904; S 0.513; S 0.537; S 0.469; S 0.463

***

Record 5
Below is a molecular structure, F6N3Na2O12S6 in a non-equilibrium geometry, with properties calculated with ωB97M-V/def2-TZVPD.

Geometry as ORCA input:
```
! wB97M-V def2-TZVPD RIJCOSX def2/J DEFGRID3
* xyz -1 1
S 12.226 -0.905 15.980
S 17.517 2.207 16.056
S 15.439 1.430 21.014
S 14.221 -2.017 15.961
S 16.406 3.859 17.389
S 13.316 2.316 20.604
Na 14.857 0.908 17.821
Na 13.285 -0.900 19.267
F 17.176 0.722 15.436
F 15.487 -0.110 21.624
F 15.644 -1.729 16.744
F 11.375 -0.034 17.110
F 14.891 4.120 17.951
F 12.262 2.203 19.421
O 14.000 -3.445 16.178
O 12.170 0.064 14.884
O 18.551 1.770 17.003
O 16.650 1.399 20.243
O 15.428 2.199 22.284
O 12.569 2.160 21.845
O 16.704 5.006 16.525
O 14.619 -1.596 14.593
O 13.847 3.668 20.309
O 11.344 -2.053 15.943
O 17.966 2.859 14.821
O 17.146 3.746 18.633
N 13.646 -0.966 16.968
N 14.098 1.200 20.062
N 16.007 2.547 16.704
*
```

Summary:
gap between HOMO and LUMO: 7.9 eV
LUMO: 0.11 eV
energy relative to the best compared isomer or geometry (same formula, charge and spin): 345.8 kJ/mol

Atom charges from the Löwdin analysis, given in e for atoms 1 to 5: S 0.616; S 0.623; S 0.652; S 0.518; S 0.480

***

Record 6
Below is a molecular structure, F8K2N4O16S8 in a non-equilibrium geometry, with properties calculated with ωB97M-V/def2-TZVPD.

Geometry as ORCA input:
```
! wB97M-V def2-TZVPD RIJCOSX def2/J DEFGRID3
* xyz -2 1
K -0.268 -2.921 2.458
K 0.126 -0.467 -0.141
S 3.055 -2.737 -0.154
S -2.092 -3.217 -1.100
S 1.993 3.378 -0.395
S -2.470 2.206 -0.574
S -3.365 -2.278 0.465
S -1.378 1.939 -2.617
S 1.157 2.783 1.755
S 3.080 -1.518 1.847
F -2.516 1.578 0.876
F -0.608 -3.365 -1.496
F 2.101 -1.418 3.114
F 1.642 2.968 3.262
F 0.161 1.737 -3.121
F 1.963 -2.800 -1.296
F -3.274 -1.071 1.539
F 3.152 4.441 -0.752
O -1.529 3.363 -2.816
O -3.667 1.562 -1.086
O -2.439 -4.634 -1.063
O 3.335 -4.197 0.074
O -0.139 3.498 1.837
O -2.426 -2.401 -2.261
O -2.093 0.946 -3.429
O 3.563 -0.151 1.738
O 2.289 2.199 -1.213
O -2.499 3.658 -0.337
O -4.015 -3.347 1.199
O 4.004 -1.799 -0.770
O -4.239 -1.552 -0.468
O 3.981 -2.504 2.476
O 0.798 4.177 -0.629
O 1.144 1.355 1.736
N -1.079 1.568 -1.195
N 2.358 3.418 1.242
N 1.990 -2.058 0.970
N -1.795 -2.343 0.326
*
```

Summary:
gap between HOMO and LUMO: 7.3 eV
LUMO: 2.57 eV
energy relative to the best compared isomer or geometry (same formula, charge and spin): 384.3 kJ/mol

Atom charges from the Löwdin analysis, given in e for atoms 1 to 5: K 0.904; K 0.780; S 0.620; S 0.500; S 0.603

***

| no. | HOMO level (hartree) |
| --- | --- |
| 1 | -0.295 |
| 2 | -0.322 |
| 3 | -0.321 |
| 4 | -0.252 |
| 5 | -0.286 |
| 6 | -0.173 |